This record from OMol25 describes a 2-piece molecular cluster, C58H59N6O2 overall in a non-equilibrium geometry. The level of theory is the ωB97M-V functional and the def2-TZVPD basis.

Atoms and positions in Å:
O1 0.9346 -0.5175 -0.3424
O2 -6.0863 5.4395 0.3299
N1 3.6930 -2.5126 0.3147
N2 6.3416 4.2865 -1.3259
N3 -3.1529 3.6979 -0.5231
N4 4.2893 -2.4828 1.5867
N5 2.1256 -1.9998 1.7790
N6 -3.9792 5.8069 -0.5409
C1 -1.7733 -2.4179 -1.9063
C2 -8.8961 2.8801 -0.1326
C3 -0.2774 -0.7214 -2.8112
C4 0.8272 -2.2576 2.3306
C5 -1.6283 5.6230 0.1054
C6 -1.0902 -3.6785 2.3023
C7 0.0955 -1.1888 2.8401
C8 3.4995 -2.1062 3.8809
C9 1.1498 -4.7096 1.7970
C10 2.4785 1.7374 0.1327
C11 -3.3569 -2.8005 2.8960
C12 4.0097 3.1582 -1.0669
C13 4.9580 -4.5365 -0.3137
C14 0.0383 1.8152 -0.3829
C15 2.5513 -2.5244 4.8496
C16 -5.0247 5.0328 -0.1364
C17 2.7979 -2.2883 6.2026
C18 -4.0913 7.2444 -0.6004
C19 2.3860 -2.2042 0.4377
C20 0.6905 -2.5708 -1.4581
C21 -2.3296 2.6268 -0.4969
C22 4.7068 -1.5118 4.3068
C23 5.7453 -5.2087 -1.2527
C24 4.9257 -1.2562 5.6583
C25 4.3676 -3.3050 -0.6898
C26 -9.6408 3.2967 -1.2460
C27 3.9388 -1.5423 -2.5078
C28 1.4031 2.1457 -0.6875
C29 -2.8604 -1.5902 -2.1841
C30 -7.6108 3.4080 -2.5649
C31 -0.9703 2.6882 -0.8050
C32 -6.8569 3.0434 -1.4374
C33 -7.5048 2.7492 -0.2324
C34 4.5295 -2.8173 -2.0088
C35 -1.3708 0.0575 -3.1622
C36 3.9720 -1.6414 6.6108
C37 0.2887 -3.5312 2.1436
C38 -2.6620 -0.3578 -2.8148
C39 3.3256 -2.2277 2.4400
C40 -2.3557 5.3008 -2.2884
C41 -1.2846 -1.3742 2.9930
C42 -2.7419 5.0897 -0.8164
C43 4.7925 -5.1704 1.0287
C44 5.9620 -4.7184 -2.5414
C45 5.3203 -3.5349 -2.9067
C46 1.3539 -1.6977 -0.4929
C47 1.7104 2.9807 -1.8011
C48 6.8829 -5.4362 -3.4881
C49 3.7647 2.2110 -0.0556
C50 5.2981 3.7667 -1.2003
C51 2.9825 3.5203 -1.9436
C52 -1.8840 -2.6057 2.7181
C53 -5.3429 2.9719 -1.5438
C54 0.7641 0.0891 3.2342
C55 -0.4589 -1.9247 -2.0897
C56 -8.9958 3.5616 -2.4617
C57 -4.6099 3.5698 -0.3447
C58 0.9682 -4.0069 -1.5564
H1 -3.9169 -2.3820 2.0527
H2 -1.2019 0.9993 -3.6848
H3 3.7718 -5.5319 1.2103
H4 7.9300 -5.1667 -3.2981
H5 4.5758 1.8707 0.5915
H6 -6.9153 2.4462 0.6373
H7 3.7522 -0.8125 -1.7145
H8 -9.5684 3.8869 -3.3353
H9 0.4996 -5.5894 1.6871
H10 4.1409 -1.4420 7.6716
H11 -1.8823 -0.5366 3.3558
H12 0.0150 0.8900 3.3059
H13 -10.7215 3.4181 -1.1608
H14 -3.5146 7.7179 0.2043
H15 0.7378 -0.4267 -3.0887
H16 5.4452 -6.0499 1.0741
H17 -2.7822 1.6731 -0.2034
H18 4.6383 -1.0992 -3.2318
H19 -1.9090 -3.4155 -1.4745
H20 -3.5149 0.2729 -3.0695
H21 -3.5928 -3.8647 2.9622
H22 5.4285 -1.2106 3.5442
H23 -1.5346 -4.6586 2.1295
H24 -2.0047 5.6860 1.1337
H25 -3.7156 -2.3114 3.8066
H26 -1.3514 6.6258 -0.2437
H27 0.9424 3.1964 -2.5515
H28 -7.0860 3.6082 -3.5014
H29 -5.1434 7.5223 -0.4965
H30 -3.2313 5.1398 -2.9288
H31 -5.0215 1.9223 -1.6570
H32 -0.7454 4.9855 0.0790
H33 -3.7015 7.6120 -1.5569
H34 -1.9992 6.3320 -2.4045
H35 -5.0228 3.5087 -2.4534
H36 -3.8644 -1.9085 -1.8997
H37 5.4391 -3.1526 -3.9226
H38 0.4824 -4.5677 -0.7413
H39 2.0557 -4.2096 -1.5338
H40 -4.8195 2.9849 0.5668
H41 -9.3859 2.6633 0.8207
H42 -1.5582 4.6202 -2.5969
H43 3.1918 4.2345 -2.7400
H44 6.6725 -5.1822 -4.5314
H45 3.0025 -1.7332 -3.0554
H46 1.6901 -4.5703 0.8476
H47 1.2709 0.0056 4.2091
H48 1.5119 0.3825 2.4923
H49 5.8377 -0.7491 5.9692
H50 5.0800 -4.4931 1.8369
H51 -0.6585 3.5638 -1.3725
H52 6.7974 -6.5215 -3.3739
H53 6.2158 -6.1519 -0.9713
H54 1.8972 -4.9368 2.5748
H55 1.6272 -3.0126 4.5356
H56 2.0619 -2.6040 6.9424
H57 -0.2287 1.0849 0.3684
H58 2.2752 1.0298 0.9285
H59 0.5735 -4.4156 -2.5006

Forces on the atoms, in the same order (eV/Å):
1.06 0.68 1.47
1.52 -0.66 -0.89
-0.91 -0.23 1.59
-2.46 -1.25 0.33
1.09 -2.09 -0.30
-0.84 0.17 -0.02
1.85 -1.24 -0.17
-0.57 -0.45 0.12
0.69 0.49 0.23
0.27 -0.03 -0.27
-0.27 -0.39 0.30
-0.71 0.60 -0.48
-0.32 -0.20 0.10
0.35 0.20 0.40
-0.63 -0.29 -0.16
0.51 0.12 1.29
0.03 -0.38 -0.28
-0.43 -0.05 -0.01
-0.31 0.00 0.03
-0.50 -0.43 0.34
-0.08 0.36 -0.42
-2.14 1.61 0.19
0.42 0.28 -0.49
-0.96 0.48 0.98
0.23 0.10 -0.14
0.40 0.43 0.03
0.01 0.79 0.82
2.11 2.33 2.49
-1.39 1.20 0.39
-0.51 0.05 -0.01
-0.14 0.25 -0.12
-0.22 -0.20 0.10
0.87 0.03 -1.26
0.35 -0.03 0.06
-0.06 0.49 -0.41
1.36 0.47 -0.80
0.03 -0.03 -0.28
0.08 0.13 0.60
1.60 -0.20 -0.32
-0.24 -0.07 -0.05
-0.33 0.13 -0.29
0.16 -0.24 0.66
-0.03 -0.23 0.03
-0.04 -0.06 -0.33
-0.34 0.18 -0.15
0.03 0.11 0.09
0.10 -0.01 -1.23
-0.08 -0.17 -0.06
0.49 -0.15 0.23
0.21 0.89 -0.37
0.26 -0.53 0.53
-0.24 0.25 0.10
0.03 -0.46 0.19
-2.86 -3.06 -4.25
-0.04 -0.24 0.61
0.10 -0.10 -0.15
0.07 0.28 -0.15
2.62 1.23 -0.39
-0.17 -0.03 -0.26
0.23 0.00 -0.10
0.09 -0.33 -0.57
-0.12 0.48 -0.10
-0.68 0.05 -0.62
0.04 -0.19 0.13
-0.37 0.34 0.78
0.03 -1.12 -0.32
0.06 -0.05 0.07
-0.17 -0.20 0.00
0.15 0.22 -0.08
-0.21 -0.03 0.04
-0.26 0.20 -0.21
-0.33 0.11 -0.22
-0.10 -0.09 -0.11
0.17 -0.16 0.36
0.35 0.17 -0.01
-0.04 -0.06 -0.38
0.06 -0.24 -0.02
0.27 -0.14 0.04
0.32 -0.03 -0.04
-0.19 -0.03 -0.10
-0.31 0.04 0.29
-0.18 0.16 0.05
0.00 0.34 0.00
-0.21 0.00 0.27
-0.03 0.47 0.04
0.14 -0.17 0.09
-0.06 0.13 -0.01
-0.17 -0.08 0.33
0.04 0.23 0.09
0.17 -0.02 -0.18
0.04 -0.06 -0.12
-0.05 -0.27 0.19
0.35 0.03 0.34
-0.25 0.00 0.20
0.23 -0.17 -0.02
0.24 0.04 0.08
0.00 0.25 -0.01
-0.03 0.18 0.06
-0.18 -0.03 0.14
-0.11 -0.31 -0.11
-0.08 -0.21 0.26
0.21 0.03 -0.27
0.00 -0.04 0.30
0.12 -0.11 -0.34
-0.42 -0.11 0.06
0.15 0.29 -0.32
0.12 0.10 -0.39
-0.15 0.24 -0.08
-0.04 -0.28 0.15
-0.03 -0.03 0.17
0.15 0.08 0.35
-0.16 -0.10 0.40
-0.18 -0.05 -0.29
-0.12 -0.05 0.22
-0.20 -0.16 -0.05
-0.09 -0.32 -0.16
-0.06 -0.44 0.29
0.02 0.16 -0.02
-0.15 0.24 0.03
-0.27 0.18 -0.13
0.32 0.13 0.18
0.22 0.08 -0.20
0.35 -0.36 -0.27
0.05 0.19 -0.24
0.24 0.06 0.26

Computed properties:
charge	+1
orbital gap	4.32	eV
energy relative to the best compared isomer or geometry (same formula, charge and spin)	0.061	eV
lowest unoccupied orbital energy	-4.31	eV
HOMO level	-8.6298	eV
E_tot	-2724.28853	a.u.

***

This record from OMol25 describes C4H8N2O as an isolated structure. The level of theory is the ωB97M-V functional and the def2-TZVPD basis.

Atoms and positions in Å:
O1 2.5693 -1.3457 -0.3215
N1 -0.7596 -0.1458 0.3967
N2 1.5603 0.5858 -0.9769
C1 -1.1560 1.1370 0.6350
C2 -1.7781 -0.4960 -0.4149
C3 0.4777 -0.8218 0.7083
C4 1.6430 -0.5602 -0.2513
H1 0.7966 -0.5006 1.7089
H2 -2.7824 -0.5250 -0.0141
H3 2.3713 0.8526 -1.5143
H4 -1.5885 -0.9019 -1.4124
H5 -1.2714 1.8307 -0.1909
H6 -1.2636 1.5071 1.6570
H7 0.8700 1.2849 -0.7448
H8 0.3114 -1.9011 0.7351

Forces on the atoms, in the same order (eV/Å):
-0.27 0.25 -0.01
-0.13 0.10 -0.07
0.10 -0.02 0.03
0.08 0.22 0.18
-0.06 -0.24 -0.15
-0.02 -0.09 0.06
0.13 -0.06 0.03
-0.01 -0.04 -0.14
0.16 0.05 -0.03
-0.12 -0.04 0.06
-0.02 0.05 0.14
0.01 -0.14 0.09
0.02 -0.07 -0.14
0.08 -0.13 -0.03
0.04 0.15 -0.01

Computed properties:
orbital gap	8.82	eV
energy relative to the best compared isomer or geometry (same formula, charge and spin)	3.836	eV
lowest unoccupied orbital energy	0.50	eV
HOMO level	-8.3184	eV
E_tot	-341.86267	a.u.

***

This record from OMol25 describes an isolated ion of composition C6H9F3N3 and charge +1 in a non-equilibrium geometry. The level of theory is the ωB97M-V functional and the def2-TZVPD basis.

Atoms and positions in Å:
F1 -2.6929 0.5051 -1.0530
F2 -3.5031 1.8737 0.4180
F3 -2.2568 2.4988 -1.3274
N1 1.2364 -1.2788 -1.6526
N2 -1.4170 0.3721 1.5010
N3 -0.8315 2.6658 1.0754
C1 -2.4756 1.6080 -0.3876
C2 0.3444 -0.4987 -0.6640
C3 0.0851 0.8053 -0.6756
C4 -0.9947 -0.9040 1.3189
C5 -1.2205 1.3883 0.5058
C6 -0.1463 -1.3791 0.3656
H1 -0.3677 3.3417 0.5206
H2 -2.2501 0.6063 1.9953
H3 0.6608 -2.0543 -2.0314
H4 0.4858 1.4584 -1.4098
H5 2.1844 -1.4872 -1.2844
H6 -0.2786 2.6911 1.9335
H7 -1.3478 -1.5846 2.1180
H8 1.5118 -0.6600 -2.5083
H9 0.0958 -2.3347 0.2626

Forces on the atoms, in the same order (eV/Å):
-1.06 -1.97 -0.42
-0.34 0.45 -0.54
-0.25 1.64 0.17
0.25 2.68 -1.96
0.63 1.31 -1.71
-0.39 -0.92 1.33
1.77 -0.78 0.97
0.16 -6.49 2.53
-2.79 3.93 2.02
-2.52 -0.61 3.96
3.91 0.83 -2.56
1.69 5.52 -4.48
-0.07 0.34 -1.42
-0.53 -0.54 0.97
1.02 0.13 0.36
-0.02 0.90 -0.28
-0.93 -0.62 0.10
-0.49 -0.95 -0.13
0.23 0.46 -0.73
-1.02 -1.15 1.61
0.76 -4.14 0.18

Computed properties:
charge	+1
spin multiplicity	3
orbital gap (spin up / spin down)	5.70 / 7.23	eV
⟨S²⟩	2.009
lowest unoccupied orbital energy (spin up / spin down)	-3.61 / -5.87	eV
HOMO level (spin up / spin down)	-9.3017 / -13.0908	eV
E_tot	-697.47750	a.u.